# 1
Formula: C34H32F9GaN5O10S2
Source: the OMol25 dataset
Level of theory: ωB97M-V/def2-TZVPD

The molar mass comes out at 975.49 g/mol. As for the total charge: -1. For the frontier orbital gap, the calculation gives 4.8136 eV.

Structure (XYZ):
```
93
C34H32F9GaN5O10S2, DFT ωB97M-V/def2-TZVPD
F -4.3018 2.9800 -2.6529
C -3.7261 1.8178 -2.1753
F -3.9725 0.8868 -3.1086
C -2.2496 2.0489 -1.9957
C -1.4340 0.7921 -1.6529
Ga -0.5917 -0.1977 -3.2670
S -1.3773 0.6381 -5.2836
C -4.4917 1.5253 -0.8199
F -5.4645 2.4672 -0.6401
F -3.6181 1.6483 0.2246
S -5.3333 -0.1833 -0.6913
F -6.0238 0.0708 -2.0835
F -4.1058 -0.8731 -1.3682
F -4.7150 -0.4877 0.7399
F -6.6087 0.4323 0.0447
F -6.0565 -1.5900 -0.6440
H -1.9269 2.4084 -2.9697
H -2.1007 2.8744 -1.3061
H -1.9500 0.1117 -0.9878
H -0.5657 1.1445 -1.1108
H -0.7858 -1.7860 -3.1257
H 1.0011 0.0783 -3.2607
H -2.2893 1.5742 -5.0056
C 0.0111 2.5555 4.5345
C -1.1112 1.7378 4.5246
C -1.2973 0.8271 3.4968
C -0.3475 0.7499 2.4958
C 0.7720 1.5580 2.4821
C 0.9475 2.4674 3.5123
N -0.5223 -0.2284 1.4140
O -1.5189 -0.9232 1.4366
O 0.3421 -0.2792 0.5702
H 0.1562 3.2592 5.3375
H -1.8392 1.8088 5.3211
H -2.1672 0.1879 3.4774
H 1.4968 1.4774 1.6857
H 1.8212 3.1051 3.5192
C 1.2324 -5.7084 0.4536
C 2.5873 -5.9450 0.6508
C 3.4332 -4.9075 0.9992
C 2.9000 -3.6415 1.1536
C 1.5572 -3.3823 0.9554
C 0.7183 -4.4276 0.6001
N 3.7904 -2.5432 1.5593
O 4.9703 -2.8001 1.7094
O 3.2988 -1.4523 1.7420
H 0.5798 -6.5270 0.1817
H 2.9853 -6.9445 0.5353
H 4.4867 -5.0842 1.1544
H 1.1597 -2.3863 1.0714
H -0.3330 -4.2370 0.4387
C 6.5236 -5.8816 -3.2749
C 6.0735 -5.0299 -4.2743
C 4.7156 -4.8099 -4.4416
C 3.8294 -5.4497 -3.5981
C 4.2561 -6.3034 -2.6004
C 5.6153 -6.5196 -2.4412
N 2.3857 -5.2005 -3.7585
O 2.0457 -4.4638 -4.6521
O 1.6357 -5.7462 -2.9756
H 7.5850 -6.0460 -3.1433
H 6.7807 -4.5313 -4.9223
H 4.3555 -4.1460 -5.2129
H 3.5412 -6.7895 -1.9548
H 5.9660 -7.1833 -1.6627
C 4.2903 0.7806 8.5085
C 3.8842 1.7395 7.5909
C 2.5686 2.1714 7.5749
C 1.6798 1.6322 8.4854
C 2.0626 0.6727 9.4030
C 3.3801 0.2466 9.4108
N 0.2834 2.0927 8.4765
O -0.0278 2.9178 7.6432
O -0.4761 1.6124 9.2893
H 5.3191 0.4468 8.5190
H 4.5920 2.1506 6.8853
H 2.2439 2.9127 6.8612
H 1.3478 0.2618 10.0994
H 3.6966 -0.5039 10.1214
C -5.9560 6.0658 -5.5977
C -5.1954 5.1263 -4.9149
C -3.8478 4.9844 -5.2014
C -3.2845 5.7941 -6.1701
C -4.0243 6.7311 -6.8649
C -5.3720 6.8644 -6.5731
N -1.8466 5.6482 -6.4562
O -1.2611 4.8023 -5.8281
O -1.3536 6.3811 -7.2934
H -7.0080 6.1763 -5.3694
H -5.6476 4.5016 -4.1572
H -3.2509 4.2531 -4.6759
H -3.5604 7.3475 -7.6198
H -5.9670 7.5932 -7.1062
```

# 2
Formula: CH2O3S2
Source: the OMol25 dataset
Level of theory: ωB97M-V/def2-TZVPD

The molar mass comes out at 126.16 g/mol. As for the total charge: 0. The calculation puts the energy above the lowest of the compared OMol25 structures with the same formula, charge and spin at 10.9 kcal per mole. For the frontier orbital gap, the calculation gives 9.4057 eV.

Structure (XYZ):
```
8
CH2O3S2, DFT ωB97M-V/def2-TZVPD
C 0.8979 -0.6084 0.2381
O -2.4990 0.7502 -0.8200
O -0.9895 0.3912 1.0330
O 0.3515 -1.1399 -0.6965
S 1.9948 0.7635 0.0462
S -1.9225 -0.1439 0.1104
H 0.6144 -0.9484 1.2391
H 1.5524 0.9357 -1.1502
```

# 3
Formula: C3H10NS
Source: the OMol25 dataset
Level of theory: ωB97M-V/def2-TZVPD

The molar mass comes out at 92.19 g/mol. As for the total charge: 0. The calculation puts the energy above the lowest of the compared OMol25 structures with the same formula, charge and spin at 15.8 kcal per mole. As for the spin multiplicity: 2. For the frontier orbital gap (alpha / beta), the calculation gives 10.1664 / 6.8532 eV. Its expectation value of S² is 0.753.

Structure (XYZ):
```
15
C3H10NS, DFT ωB97M-V/def2-TZVPD
C 2.7001 0.2677 0.6544
C 1.3759 -0.3063 0.1798
C 0.1985 0.6571 0.4204
S -1.3574 0.0475 -0.2385
N 1.4782 -0.6225 -1.2446
H 2.6351 0.6225 1.6918
H 2.9344 1.1569 0.0584
H 3.5184 -0.4488 0.5746
H 1.1257 -1.2228 0.7542
H 0.0364 0.8331 1.4872
H 0.4110 1.6380 -0.0359
H -13.8242 -0.8511 0.9158
H 0.5577 -0.5724 -1.6511
H 1.9360 -1.4922 -1.4597
H -14.0406 -0.5623 1.5909
```

# 4
Formula: C5H15NO
Source: the OMol25 dataset
Level of theory: ωB97M-V/def2-TZVPD

The molar mass comes out at 105.18 g/mol. As for the total charge: 0. The calculation puts the energy above the lowest of the compared OMol25 structures with the same formula, charge and spin at 40.6 kcal per mole. Its SMILES is CCCCCN.O. For the frontier orbital gap, the calculation gives 9.8291 eV.

Structure (XYZ):
```
22
C5H15NO, DFT ωB97M-V/def2-TZVPD
C 0.5364 -2.7274 -0.2882
C 1.0520 -1.3156 0.1273
C -0.0409 -0.5455 0.8983
C -1.3400 -0.2940 0.1330
C -1.1623 0.4386 -1.2388
N -0.7740 1.8407 -1.0585
H 1.1678 -2.9990 -1.1236
H 0.7454 -3.4680 0.4937
H -0.5122 -2.6449 -0.5169
H 1.1999 -0.8449 -0.8617
H 2.0574 -1.3857 0.5394
H -0.2838 -1.2195 1.7403
H 0.2407 0.3752 1.4072
H -2.0546 -1.0964 -0.0303
H -1.7507 0.4941 0.7950
H -0.3283 -0.0899 -1.6757
H -2.0807 0.5814 -1.7972
H 0.0195 2.3309 -1.4525
H -0.6871 2.2763 -0.1447
O 1.6492 3.2776 1.3048
H 0.8209 2.9075 1.0071
H 1.5254 4.1085 1.7420
```

# 5
Formula: C5H8O2
Source: the OMol25 dataset
Level of theory: ωB97M-V/def2-TZVPD

The molar mass comes out at 100.12 g/mol. As for the total charge: 0. The calculation puts the energy above the lowest of the compared OMol25 structures with the same formula, charge and spin at 100.9 kcal per mole. For the frontier orbital gap, the calculation gives 9.6533 eV.

Structure (XYZ):
```
15
C5H8O2, DFT ωB97M-V/def2-TZVPD
C 2.7725 -0.0723 0.3136
C 1.4641 0.4451 0.8226
O 0.5929 0.2861 -0.1565
C -0.7564 0.1460 0.2758
C -1.8972 0.9975 -0.2881
O -2.6148 -0.1930 -0.6575
C -1.4465 -0.9988 -0.4511
H 2.9171 -0.9404 0.9760
H 2.7659 -0.4169 -0.7277
H 3.6102 0.5964 0.5239
H -0.7465 0.0941 1.3639
H -2.4486 1.5878 0.4513
H -1.6412 1.6187 -1.1539
H -0.9329 -1.2284 -1.3958
H -1.6386 -1.9220 0.1035
```

# 6
Formula: C10H9N3O
Source: the OMol25 dataset
Level of theory: ωB97M-V/def2-TZVPD

The molar mass comes out at 187.20 g/mol. As for the total charge: 0. The calculation puts the energy above the lowest of the compared OMol25 structures with the same formula, charge and spin at 61.4 kcal per mole. Its SMILES is N/C=C(/C=N\N=C=O)c1ccccc1. For the frontier orbital gap, the calculation gives 8.5569 eV.

Structure (XYZ):
```
23
C10H9N3O, DFT ωB97M-V/def2-TZVPD
N -1.4278 -1.9063 0.8165
C -2.2261 -0.9163 0.4225
C -1.7227 0.3159 0.0251
C -2.4176 1.4925 -0.2226
N -3.6814 1.7180 -0.2828
N -4.4997 0.7100 -0.0965
C -5.5434 0.1823 -0.2541
O -6.4157 -0.6185 -0.2169
C -0.1867 0.4149 -0.0050
C 0.5928 0.9650 1.0334
C 1.9187 1.1692 0.7206
C 2.5442 0.7221 -0.3972
C 1.8464 0.1283 -1.4021
C 0.4566 -0.0453 -1.1949
H -0.4794 -1.8407 0.6209
H -1.8514 -2.7489 1.2737
H -3.3197 -1.0052 0.5303
H -1.8695 2.4952 -0.4492
H 0.2087 1.4448 1.9781
H 2.6771 1.5912 1.5124
H 3.6638 0.7510 -0.5333
H 2.2504 -0.4095 -2.2700
H -0.2823 -0.4969 -1.9035
```